1.
The following is a quantum chemistry calculation of a cluster of 8 separate species, C23H65N3O11 in total in a non-equilibrium geometry, from the OMol25 dataset.

Calculated values
- Structure (SMILES): COCCNCCOC.COCCNCCOC.COCCNCCOC.CO.CO.CO.CO.CO
- Charge: 0
- HOMO-LUMO gap: 9.17 eV
- LUMO: 0.693 eV
- Energy relative to the best compared isomer or geometry (same formula, charge and spin): 100.7 kJ/mol
- Strongest force on any atom: 2.40 eV/Å

Geometry (Å):
C (-11.2594, 30.5207, 18.1098)
O (-12.5393, 30.6160, 18.6678)
C (-13.5162, 29.8714, 18.0227)
C (-14.7732, 29.9788, 18.8370)
N (-15.1490, 31.3766, 19.0998)
C (-16.1021, 31.6062, 20.1665)
C (-17.4526, 31.0376, 19.8228)
O (-18.3234, 31.3186, 20.9383)
C (-19.7114, 31.1610, 20.6269)
H (-10.8837, 29.5253, 18.3466)
H (-10.5498, 31.1801, 18.6096)
H (-11.1338, 30.5404, 17.0272)
H (-13.2549, 28.8294, 17.8385)
H (-13.5950, 30.2771, 17.0141)
H (-14.6485, 29.4906, 19.8035)
H (-15.5765, 29.4831, 18.2919)
H (-14.3122, 31.9176, 19.2650)
H (-16.2808, 32.6511, 20.4204)
H (-15.7508, 31.0594, 21.0415)
H (-17.6233, 29.9890, 19.5788)
H (-17.8636, 31.6195, 18.9978)
H (-20.3497, 31.6072, 21.3895)
H (-20.0438, 30.1729, 20.3087)
H (-20.0074, 31.9213, 19.9041)
C (-19.6163, 25.3652, 25.5422)
O (-21.0143, 25.3776, 25.1269)
C (-21.2048, 25.0278, 23.7113)
C (-22.7052, 25.1013, 23.3786)
N (-22.9573, 24.7462, 22.0310)
C (-24.3641, 24.6067, 21.7643)
C (-24.7696, 24.8206, 20.3153)
O (-24.2558, 23.6947, 19.5044)
C (-25.0597, 23.4727, 18.3487)
H (-19.1297, 24.4103, 25.3434)
H (-19.5516, 25.5724, 26.6104)
H (-19.0735, 26.1660, 25.0401)
H (-20.7655, 24.0634, 23.4560)
H (-20.6020, 25.6962, 23.0965)
H (-23.0172, 26.1131, 23.6375)
H (-23.2429, 24.4402, 24.0581)
H (-22.4537, 23.8799, 21.9040)
H (-24.8932, 25.3389, 22.3742)
H (-24.7830, 23.6644, 22.1175)
H (-24.1767, 25.6206, 19.8719)
H (-25.8312, 25.0460, 20.2144)
H (-24.8249, 22.5545, 17.8102)
H (-25.0702, 24.2810, 17.6176)
H (-26.1076, 23.3458, 18.6203)
C (-17.8511, 27.6850, 21.2270)
O (-17.5829, 27.2028, 22.5339)
C (-16.3268, 26.5110, 22.4906)
C (-16.2342, 25.7239, 23.7795)
N (-15.8263, 26.7101, 24.7666)
C (-15.7470, 26.1678, 26.0992)
C (-15.3072, 27.1530, 27.2355)
O (-16.2844, 28.1925, 27.3974)
C (-16.0067, 28.9853, 28.4852)
H (-18.0265, 26.8039, 20.6098)
H (-17.0176, 28.2511, 20.8112)
H (-18.6674, 28.3935, 21.3677)
H (-15.4278, 27.1077, 22.3357)
H (-16.2396, 25.8032, 21.6663)
H (-15.4304, 24.9915, 23.8540)
H (-17.1528, 25.2110, 24.0642)
H (-16.4653, 27.4879, 24.6834)
H (-15.0215, 25.3550, 26.1350)
H (-16.7422, 25.7452, 26.2376)
H (-14.3731, 27.5937, 26.8872)
H (-15.0326, 26.6758, 28.1763)
H (-15.2141, 29.7217, 28.3527)
H (-15.7236, 28.4444, 29.3882)
H (-16.9163, 29.4378, 28.8803)
C (-20.6949, 23.8117, 19.0070)
O (-21.8002, 24.1097, 18.1846)
H (-20.8705, 22.8441, 19.4772)
H (-19.7574, 23.9045, 18.4588)
H (-20.6576, 24.5782, 19.7810)
H (-22.5515, 24.3320, 18.7393)
C (-26.1563, 28.5602, 20.5338)
O (-26.8804, 28.7866, 19.2778)
H (-25.0880, 28.4028, 20.3851)
H (-26.3949, 29.3093, 21.2888)
H (-26.4400, 27.6344, 21.0343)
H (-27.7664, 29.1273, 19.4212)
C (-23.3189, 29.6345, 18.0005)
O (-22.0491, 30.1310, 17.7215)
H (-23.2021, 28.5534, 18.0755)
H (-23.6318, 29.9178, 19.0054)
H (-24.1946, 29.8492, 17.3879)
H (-22.0533, 31.0361, 18.0416)
C (-21.5637, 27.2917, 19.8912)
O (-22.5217, 27.5562, 20.9007)
H (-21.2158, 28.1654, 19.3401)
H (-20.6564, 26.8809, 20.3342)
H (-22.0145, 26.6298, 19.1518)
H (-22.7487, 26.7229, 21.3198)
C (-18.4087, 28.7899, 17.0252)
O (-17.2992, 27.9866, 16.6252)
H (-18.2602, 29.8646, 16.9195)
H (-19.3300, 28.5063, 16.5166)
H (-18.6266, 28.7205, 18.0910)
H (-17.1446, 28.1257, 15.6879)

Forces on the atoms, in the same order (eV/Å):
0.9 -1.4 0.6
0.8 0.8 0.4
-0.2 0.2 -0.7
-0.8 0.8 0.3
0.2 0.7 -1.1
0.2 -1.8 0.1
-2.2 1.0 0.3
-0.6 -0.4 0.2
0.3 1.6 -0.1
0.2 -0.4 0.1
-0.4 0.4 -0.1
-0.7 0.7 -0.3
0.3 -0.4 0.5
-0.6 0.2 -0.3
0.2 -0.5 0.2
-0.1 -0.1 0.0
0.1 -0.1 0.0
0.4 0.0 -0.2
0.0 0.2 0.7
0.9 -0.2 -0.1
0.1 0.0 -0.5
0.4 -0.9 1.1
0.2 -0.1 0.1
0.4 -0.3 -1.2
-1.0 0.4 -0.5
0.7 -0.7 -0.9
0.4 0.6 1.1
1.1 0.4 2.0
0.5 0.2 -1.0
-1.1 0.0 -0.3
2.0 -0.6 -0.8
-1.4 0.2 0.2
-0.8 -0.2 -0.1
-0.1 -0.2 -0.1
-0.4 -0.1 0.0
0.1 0.0 -0.2
-0.2 -0.6 0.4
-0.2 0.6 -0.1
-0.2 0.2 -0.3
0.0 -0.2 0.4
-0.1 -0.2 -0.7
0.0 0.4 -0.1
0.1 -0.4 0.0
-0.4 0.8 0.4
-0.1 -0.5 -0.2
0.7 0.0 0.4
0.5 0.4 0.1
-0.2 0.0 0.4
-0.2 0.3 0.8
1.7 -0.1 -0.5
-0.4 -1.7 0.2
1.3 0.9 0.9
0.7 0.8 0.1
-0.5 0.5 1.0
-0.5 0.2 -1.9
0.3 -1.4 -0.4
-0.2 0.6 1.8
-0.5 0.3 -0.5
0.3 0.0 0.0
-0.3 -0.3 -0.5
-0.2 0.8 0.4
-0.8 -0.2 -0.5
0.0 -0.3 -0.8
-0.4 0.0 -0.3
-0.1 0.2 0.5
0.1 -0.1 -0.2
-0.2 -0.4 1.2
0.2 0.3 -0.2
-0.6 -0.4 0.2
0.0 0.2 -0.4
0.5 -0.8 0.0
-0.2 0.5 -0.7
-0.7 0.7 0.6
0.3 0.2 -1.1
0.6 -0.2 0.0
-0.2 -0.4 -0.2
0.3 -0.1 0.4
-0.2 -0.3 0.2
-1.2 -0.3 -0.2
1.3 -0.4 0.8
0.0 0.7 -0.5
0.4 0.4 -0.3
-0.5 -0.4 -0.3
0.1 0.0 0.4
-0.9 -1.5 1.6
0.3 0.9 -0.6
-0.2 -0.1 -0.3
0.0 0.2 0.3
0.5 0.4 -0.8
0.3 0.1 -0.2
0.1 -0.4 0.0
0.0 1.2 -0.2
-0.6 0.5 0.3
0.0 -0.4 -0.1
0.4 -0.3 -0.2
0.2 -0.5 0.0
-0.4 0.3 0.1
-0.2 0.3 0.6
0.3 0.1 -0.5
0.0 0.0 -0.2
0.4 -0.7 0.1
-0.1 0.1 0.0

---

2.
The following is a quantum chemistry calculation of a cluster of 10 separate species, C23H66O13 in total in a non-equilibrium geometry, from the OMol25 dataset.

Calculated values
- Structure (SMILES): CC(C)O.CC(C)O.CC(C)O.OCCO.OCCO.OCCO.CCO.CCO.CCO.CCO
- Charge: 0
- HOMO-LUMO gap: 9.64 eV
- LUMO: 0.293 eV
- Energy relative to the best compared isomer or geometry (same formula, charge and spin): 62.1 kJ/mol
- Strongest force on any atom: 2.91 eV/Å

Geometry (Å):
C (-0.5698, -2.2391, 2.4093)
C (-0.0179, -1.3735, 1.2540)
C (0.8088, -0.2419, 1.7363)
O (0.6924, -2.2283, 0.3149)
H (-1.4146, -1.8057, 2.9098)
H (0.2047, -2.4992, 3.1185)
H (-1.0197, -3.1447, 2.0962)
H (-0.9643, -1.1450, 0.7023)
H (0.1928, 0.2739, 2.5411)
H (0.9871, 0.5861, 1.0466)
H (1.8243, -0.5017, 2.0438)
H (0.5700, -1.8267, -0.5311)
C (5.8506, -2.4043, 0.2791)
C (4.5670, -2.2244, 1.0208)
C (4.9670, -1.5227, 2.3242)
O (3.6949, -1.5051, 0.2476)
H (6.3312, -1.4207, 0.0404)
H (5.6701, -2.7077, -0.7543)
H (6.5670, -3.0692, 0.8542)
H (4.1967, -3.1860, 1.3678)
H (5.1864, -0.4747, 2.0467)
H (5.9068, -2.0556, 2.6872)
H (4.2081, -1.6833, 3.1209)
H (2.7300, -1.5249, 0.4590)
C (-1.7525, 5.1162, 1.1002)
C (-0.5169, 4.3400, 1.6774)
C (-1.0221, 3.1234, 2.5425)
O (0.2748, 3.7894, 0.6141)
H (-1.4847, 5.9126, 0.4274)
H (-2.2748, 5.5382, 1.9288)
H (-2.3383, 4.3589, 0.5378)
H (0.1211, 4.9225, 2.3519)
H (-1.4665, 2.3930, 1.8863)
H (-1.8129, 3.5620, 3.1555)
H (-0.2682, 2.6099, 3.1621)
H (1.2199, 3.5650, 0.8619)
O (2.5537, 2.6701, -3.6501)
C (3.6158, 2.0025, -2.9633)
C (3.3473, 0.5204, -2.5730)
O (2.4304, 0.4266, -1.4600)
H (1.7654, 2.7023, -3.0738)
H (4.4622, 2.0732, -3.6411)
H (3.8955, 2.4673, -2.0262)
H (4.2822, 0.0662, -2.2297)
H (2.8931, 0.0332, -3.4222)
H (1.5135, 0.4147, -1.7809)
O (-3.6453, 0.1945, -5.1193)
C (-2.5195, -0.6128, -4.8864)
C (-3.0737, -1.8719, -4.2502)
O (-3.1175, -1.6686, -2.8333)
H (-3.6665, 1.0097, -4.6620)
H (-1.9949, -0.8343, -5.7795)
H (-1.7595, -0.1692, -4.2869)
H (-2.5784, -2.8171, -4.5464)
H (-4.0933, -1.9404, -4.7065)
H (-3.9317, -2.0193, -2.3795)
O (-0.5510, -0.1871, -1.6034)
C (-1.4133, 0.9505, -1.3249)
C (-1.0257, 2.1952, -2.0849)
O (0.3443, 2.5499, -1.9627)
H (-1.1111, -0.7998, -2.1392)
H (-2.3602, 0.6389, -1.6715)
H (-1.4099, 0.9904, -0.2630)
H (-1.5997, 3.0558, -1.7298)
H (-1.1869, 1.9801, -3.1290)
H (0.4923, 2.9585, -1.0858)
C (4.3988, 3.1290, 2.0158)
C (4.1723, 2.5356, 0.6539)
O (2.8308, 2.1527, 0.6527)
H (5.3895, 3.5666, 2.1270)
H (4.1957, 2.3269, 2.7638)
H (3.6262, 3.8530, 2.1293)
H (4.8714, 1.7171, 0.4445)
H (4.4752, 3.2965, -0.1026)
H (2.6547, 1.6346, -0.2076)
C (0.7960, -4.7297, -1.9090)
C (2.2476, -4.2983, -1.4631)
O (2.4993, -3.0069, -2.0377)
H (0.6715, -4.8571, -3.0341)
H (0.0188, -3.9881, -1.5563)
H (0.6084, -5.6574, -1.4038)
H (3.0458, -4.9857, -1.8289)
H (2.2670, -4.2960, -0.3640)
H (2.9203, -2.5119, -1.3517)
C (-6.1507, -0.3673, -0.1437)
C (-6.0890, -0.2274, -1.6639)
O (-5.9279, -1.4395, -2.3044)
H (-6.9292, -0.9680, 0.2841)
H (-6.3364, 0.6552, 0.1561)
H (-5.2412, -0.7088, 0.3054)
H (-5.1956, 0.4370, -1.8747)
H (-7.0997, 0.1560, -1.9255)
H (-5.8379, -1.0985, -3.1792)
C (-4.6639, -0.4627, 5.9531)
C (-3.8558, -0.8793, 4.7626)
O (-3.0767, -2.0478, 5.1718)
H (-5.3615, -1.2562, 6.1543)
H (-5.1968, 0.4523, 5.8751)
H (-3.9591, -0.3511, 6.8183)
H (-3.0959, -0.0734, 4.4597)
H (-4.4181, -1.2124, 3.8377)
H (-3.6603, -2.7748, 5.4679)

Forces on the atoms, in the same order (eV/Å):
0.9 0.4 -0.2
-1.9 -2.1 -0.7
-0.8 2.1 0.8
0.4 0.0 1.7
-0.1 1.0 0.5
0.2 0.0 0.4
0.0 -1.1 -1.0
0.8 0.9 0.4
1.1 -0.7 -0.4
-0.2 -0.3 -0.5
-0.3 -0.3 0.5
0.0 0.5 -1.1
1.3 0.2 -1.2
1.0 -0.4 2.2
0.5 -0.7 0.5
-1.6 0.8 -1.3
-0.2 -0.5 0.9
0.0 -0.9 0.1
-0.8 0.8 -1.0
-0.4 -0.5 -0.5
-0.2 -0.3 0.7
-1.1 1.0 -0.3
0.3 0.7 -0.5
1.0 -0.3 0.3
1.6 -1.7 -0.2
-0.1 -1.6 0.5
-0.1 1.4 -0.2
1.2 0.2 -0.3
0.3 0.2 -0.3
-0.7 0.1 0.5
0.0 0.6 0.4
-0.2 0.4 -0.4
-0.2 -0.3 -0.3
0.0 -0.5 0.4
-0.1 0.5 -0.3
-1.4 0.2 0.1
0.2 -0.5 0.6
-0.5 -0.7 -0.1
-0.5 1.2 0.1
0.1 0.2 -0.3
0.2 -0.1 -0.1
0.2 -0.2 0.0
0.0 0.7 0.2
-0.2 -0.1 -0.3
0.2 -0.6 -0.3
0.1 0.1 0.0
-0.5 -0.4 -1.1
-0.6 -0.9 0.7
-0.9 -0.5 -0.2
-0.4 -0.4 0.5
0.4 1.2 0.8
0.1 -0.3 -1.4
0.4 0.6 0.9
0.3 0.5 0.5
0.5 -0.1 0.6
0.9 0.4 -1.0
-0.6 -0.2 -1.1
1.2 -1.1 -0.4
0.8 0.2 0.8
0.2 -0.1 0.4
0.7 0.4 0.5
-1.6 0.0 -0.1
-0.1 0.8 1.0
-0.5 -0.2 -0.3
-0.1 0.3 -0.5
-0.4 -0.1 -0.3
0.2 -1.3 0.4
1.3 0.7 -0.1
-0.8 -0.6 -2.0
-0.1 0.0 0.2
0.4 0.6 -0.3
-0.4 0.9 0.4
-0.3 -0.4 0.2
-0.7 -0.2 0.1
0.1 0.4 1.3
0.6 0.9 -0.5
-1.2 0.0 -1.3
-0.5 -0.9 -0.1
0.4 0.1 1.4
1.0 -0.7 -0.3
-0.4 -0.7 0.0
-0.7 0.1 0.2
0.1 0.3 -0.3
0.7 1.0 0.6
0.2 0.7 -0.5
-0.4 0.9 2.2
0.3 -1.1 -0.1
-0.7 -0.4 -0.3
0.1 0.3 0.6
0.8 -0.1 0.1
-1.3 -0.2 -0.1
0.9 0.6 -0.3
0.2 -0.7 -1.7
1.0 -0.2 0.8
1.4 -0.7 -1.0
-0.1 0.2 -0.2
-0.4 -0.3 0.4
-0.5 0.9 -0.4
-0.6 -0.2 -0.7
-1.0 -1.3 0.4
0.2 0.8 1.0
0.2 0.8 -0.3